{
  "formula": "C32H71BBr2ClIN8O9P3",
  "method": "ωB97M-V/def2-TZVPD",
  "energy_ha": -9331.2686,
  "total_charge": 1,
  "lumo_energy_ev": -3.3,
  "elements": ["C", "B", "O", "C", "C", "C", "C", "Cl", "C", "N", "C", "C", "O", "I", "P", "N", "O", "C", "C", "C", "C", "O", "C", "C", "O", "C", "Br", "C", "C", "Br", "C", "C", "C", "O", "O", "H", "H", "H", "H", "H", "H", "H", "H", "H", "H", "H", "H", "H", "H", "H", "H", "H", "H", "H", "H", "H", "H", "H", "H", "H", "H", "H", "H", "H", "H", "H", "H", "H", "H", "H", "O", "P", "N", "C", "C", "N", "C", "C", "N", "C", "C", "H", "H", "H", "H", "H", "H", "H", "H", "H", "H", "H", "H", "H", "H", "H", "H", "H", "H", "O", "P", "N", "C", "C", "N", "C", "C", "N", "C", "C", "H", "H", "H", "H", "H", "H", "H", "H", "H", "H", "H", "H", "H", "H", "H", "H", "H", "H"],
  "positions_angstrom": [[2.512551, 0.614488, -3.787205], [2.532762, -0.400485, -2.518748], [1.698263, -0.006088, -1.383588], [3.384354, -1.827578, -2.482779], [4.508313, -1.488235, -1.417554], [5.784726, -0.646139, -1.774318], [7.205875, -1.455406, -1.715255], [5.851849, 0.341151, -3.309456], [3.966456, -2.458386, -3.824327], [3.575763, -3.945390, -3.921238], [4.085860, -4.193302, -5.312314], [5.153457, -5.409876, -5.536721], [6.375318, -5.136271, -5.736277], [4.737482, -7.536417, -5.669144], [4.734973, -5.012642, -2.992974], [4.276413, -5.238515, -1.325786], [6.270519, -4.205718, -2.837810], [2.080328, -4.004772, -3.531970], [1.213817, -3.168448, -4.610839], [-0.363717, -3.297600, -4.609508], [-1.162524, -2.448862, -3.517799], [-0.707632, -1.049008, -3.476834], [-1.477600, -0.305345, -2.534486], [-1.578334, -0.624483, -0.964466], [-2.117876, 0.706179, -2.935197], [1.437409, -5.439002, -3.302183], [-0.207183, -5.550216, -2.096940], [0.951871, -6.389648, -4.463003], [1.352377, -7.959015, -4.148339], [1.363526, -6.148770, -6.368958], [2.195056, -2.950747, -2.239894], [1.794491, -3.415987, -0.768720], [2.338473, -2.690379, 0.508506], [1.865797, -1.675912, 1.079401], [3.509895, -3.266194, 1.159027], [3.318874, 0.420932, -4.570816], [2.574242, 1.712901, -3.455590], [1.483301, 0.497076, -4.300559], [2.126849, 0.717128, -0.878679], [4.841636, -2.475309, -0.911930], [3.974458, -0.904571, -0.568158], [5.942920, 0.139772, -0.936506], [8.081670, -0.738026, -1.534947], [7.172820, -2.334991, -0.992237], [7.372840, -1.893635, -2.768693], [5.076774, -2.213815, -3.870497], [3.558934, -1.771496, -4.661923], [3.344717, -4.315893, -6.157303], [4.713475, -3.299100, -5.706517], [4.730051, -4.592848, -0.660321], [4.605614, -6.182262, -1.028502], [6.797909, -4.878401, -2.330913], [1.414883, -2.027845, -4.593830], [1.493713, -3.410907, -5.709850], [-0.813951, -4.342342, -4.622727], [-0.709344, -2.841793, -5.620873], [-1.128523, -2.856359, -2.454541], [-2.259719, -2.400428, -3.877848], [-2.701312, -0.773312, -0.742085], [-1.059071, -1.621123, -0.712441], [-1.158679, 0.205517, -0.306998], [2.171478, -6.045782, -2.641145], [-0.206731, -6.463793, -4.508974], [1.905974, -8.427107, -5.046163], [1.926573, -8.086734, -3.177557], [0.396030, -8.602344, -4.040040], [1.289768, -2.261001, -2.492242], [0.646386, -3.271710, -0.681928], [1.933006, -4.544804, -0.553978], [3.137091, -3.883639, 1.840329], [-4.647270, 0.652905, 0.357189], [-4.467286, 2.184586, 0.302498], [-5.508727, 2.445176, 1.626336], [-6.864345, 2.933006, 1.712020], [-5.019801, 2.026434, 2.933127], [-5.241847, 2.298824, -1.237468], [-6.538399, 2.890915, -1.492818], [-5.102102, 1.128912, -2.111780], [-4.170875, 3.920537, 0.223590], [-4.592424, 4.974916, 1.122296], [-3.583146, 4.461618, -1.002631], [-6.930341, 3.751586, 2.440584], [-7.560945, 2.146036, 2.026645], [-7.256469, 3.359960, 0.796319], [-4.182165, 2.665081, 3.246656], [-4.664139, 0.990595, 2.910604], [-5.780724, 2.085472, 3.712397], [-7.353085, 2.277277, -1.093687], [-6.712611, 3.002490, -2.569145], [-6.602335, 3.908464, -1.099423], [-5.805400, 0.334839, -1.840487], [-4.088559, 0.726937, -2.066691], [-5.281290, 1.388766, -3.160054], [-5.604449, 5.315640, 0.883436], [-3.934538, 5.847521, 1.052889], [-4.543577, 4.681726, 2.171790], [-4.358937, 4.829888, -1.680631], [-2.996999, 3.703443, -1.526015], [-2.896636, 5.289395, -0.797028], [1.221807, 5.561553, 7.037617], [-0.008033, 5.041182, 6.269139], [-1.094372, 5.558855, 7.475914], [-1.829062, 4.842356, 8.490477], [-1.281945, 6.998007, 7.612350], [0.492815, 3.393970, 6.430426], [-0.151160, 2.389754, 7.250842], [1.942229, 3.166704, 6.498552], [-1.377387, 4.476422, 5.312081], [-2.797815, 4.635408, 5.541676], [-1.111759, 3.542261, 4.218127], [-2.893400, 5.108750, 8.451094], [-1.461909, 5.073136, 9.498181], [-1.821087, 3.763523, 8.386382], [-1.803433, 7.399083, 6.732351], [-0.321601, 7.517045, 7.699980], [-1.872350, 7.267479, 8.488875], [0.003862, 2.574464, 8.319183], [0.246427, 1.391760, 7.032367], [-1.218675, 2.312182, 7.030469], [2.335861, 3.361775, 7.500516], [2.472988, 3.802914, 5.786775], [2.195760, 2.134486, 6.235077], [-3.178234, 3.862253, 6.216408], [-3.366725, 4.555431, 4.609110], [-3.056607, 5.620340, 5.931761], [-1.250202, 2.506401, 4.543381], [-0.092287, 3.654501, 3.843600], [-1.772048, 3.716126, 3.361446]],
  "forces_ev_per_angstrom": [[-0.18, 0.01, -0.39], [-0.85, 1.31, -0.34], [2.32, -0.84, -1.33], [-0.47, -0.95, -0.61], [-0.88, -1.11, 1.77], [2.56, 0.31, 1.92], [-0.54, -0.17, -1.53], [-0.49, -0.60, 0.58], [-0.07, 4.41, 1.02], [1.38, 2.46, -1.10], [1.64, -0.64, -3.79], [4.77, 1.07, -0.44], [-5.63, -0.61, 0.77], [-0.06, 0.78, -0.07], [2.56, -2.67, 2.34], [1.14, 0.43, -0.60], [-2.43, -0.80, 0.10], [-1.61, 2.30, 0.53], [0.18, 0.63, -1.88], [-1.08, 1.05, -0.36], [-0.80, -0.13, -0.17], [-1.03, -0.40, 1.38], [-2.09, 3.89, -0.20], [-0.14, -1.59, -0.73], [3.08, -4.03, 1.02], [1.33, -1.24, 1.05], [0.99, 0.34, -0.42], [-1.58, -2.73, 0.26], [-0.65, -0.51, -0.38], [0.01, 0.57, 0.24], [-2.41, 1.84, 0.72], [-1.33, -1.18, 1.09], [-0.29, 3.47, 2.55], [1.41, -4.28, -2.87], [-1.99, -0.65, -0.75], [-1.10, 0.35, 1.02], [-0.09, -1.60, -0.47], [1.38, 0.20, 0.79], [-0.65, -0.42, -0.43], [-0.19, 1.66, -0.75], [0.86, -1.06, -1.32], [-0.73, -1.21, -1.51], [-1.47, -1.05, 0.01], [0.08, 1.43, -0.70], [-0.15, 0.53, 1.67], [-1.19, -1.33, 0.04], [0.31, -1.96, 0.83], [0.14, -0.10, 1.64], [-0.94, -1.58, 1.16], [-0.67, 0.01, -0.27], [-0.60, 0.68, -0.66], [-0.42, 0.78, -0.64], [-0.16, -1.87, 0.50], [-0.20, -0.07, 1.97], [0.91, 1.27, 0.18], [0.76, -0.70, 1.62], [0.02, 0.25, -1.50], [1.62, -0.37, 0.69], [1.71, 0.50, -0.28], [-0.59, 1.63, -0.24], [-0.53, -1.04, -1.26], [-1.13, 1.07, -1.27], [2.23, 0.76, 0.18], [-0.70, 0.93, 1.73], [-0.50, 0.26, -1.29], [1.41, 1.28, -0.10], [1.28, -1.49, 0.58], [2.00, -0.08, -0.09], [0.14, 1.92, -0.60], [0.59, 0.78, -0.61], [4.42, 0.26, 0.57], [-7.67, 0.90, -0.91], [-0.27, 0.36, 1.57], [-0.11, 0.53, -0.15], [0.55, -0.36, -0.32], [0.54, -0.65, -1.25], [0.26, 0.91, 0.03], [0.29, -0.28, 0.19], [1.57, -1.12, -0.92], [0.52, 0.03, 0.96], [0.61, -0.11, -0.16], [-0.05, -0.06, 0.16], [0.07, -0.03, -0.02], [0.19, -0.15, -0.17], [0.06, -0.05, 0.22], [0.02, 0.04, 0.01], [-0.13, 0.11, -0.23], [-0.06, 0.03, 0.07], [0.20, -0.17, 0.05], [-0.07, -0.09, 0.21], [-0.05, -0.08, 0.05], [-0.40, 0.10, 0.07], [-0.05, 0.31, 0.14], [-0.04, -0.17, 0.01], [0.06, -0.15, -0.23], [-0.27, -0.15, -0.12], [-0.02, -0.05, 0.04], [-0.26, 0.06, -0.03], [-0.09, -0.03, 0.19], [0.28, 2.21, -3.83], [-1.79, -4.22, 6.22], [-1.18, 0.96, 0.54], [-0.39, -0.36, -0.17], [0.58, 0.16, -0.44], [1.27, -0.71, -0.69], [-0.69, -0.16, -0.56], [0.09, 0.33, -0.16], [1.69, 0.33, -1.31], [-0.36, 1.01, -0.11], [0.27, 0.20, -0.44], [-0.04, 0.13, 0.12], [0.05, 0.02, -0.05], [0.25, 0.00, -0.15], [-0.05, 0.20, 0.05], [-0.04, -0.01, -0.03], [0.01, -0.28, 0.00], [-0.08, 0.01, 0.07], [0.16, 0.18, -0.09], [-0.05, 0.18, 0.15], [0.09, 0.09, 0.01], [-0.07, 0.02, 0.25], [-0.34, -0.05, 0.00], [0.12, 0.04, 0.09], [0.25, -0.11, -0.08], [0.14, -0.17, 0.25], [0.01, 0.02, 0.03], [-0.10, -0.15, 0.18], [-0.09, 0.13, 0.11]]
}